100
Properties=species:S:1:pos:R:3:mulliken_charge:R:1 method="wB97M-V/def2-TZVPD" homo_ev=-9.12 orbital_gap_ev=9.45 multiplicity=1
C 5.0307 -3.9614 1.2841 -1.00
C 4.9582 -2.4603 1.3259 0.96
C 6.0310 -1.8258 2.0895 -1.41
O 4.0145 -1.8110 0.8343 -0.54
H 4.6083 -4.2792 0.3308 0.33
H 4.4174 -4.4904 2.0136 0.11
H 6.0885 -4.1442 1.4731 0.42
H 5.9411 -1.8950 3.1736 0.34
H 6.0698 -0.7673 1.8324 0.32
H 6.9713 -2.3206 1.8464 0.43
C -2.4640 3.3673 -2.7858 -0.87
C -2.4282 2.2661 -3.8164 0.88
C -2.8206 0.9013 -3.3189 -0.74
O -2.1569 2.3661 -4.9825 -0.59
H -2.2787 4.3599 -3.1965 0.36
H -1.5919 3.1761 -2.1604 0.20
H -3.4167 3.3864 -2.2565 0.15
H -2.0591 0.5739 -2.6110 -0.05
H -2.9329 0.2684 -4.1992 0.33
H -3.7915 1.0048 -2.8343 0.36
C -3.3704 -2.5726 0.3840 -0.73
C -3.2587 -3.5634 1.5685 0.79
C -4.4159 -4.5327 1.7263 -1.18
O -2.2683 -3.6361 2.3409 -0.56
H -2.6285 -1.7752 0.4270 -0.09
H -4.3716 -2.1607 0.2571 0.33
H -3.2023 -3.1210 -0.5428 0.47
H -4.0493 -5.4852 2.1091 0.34
H -4.8237 -4.7074 0.7306 0.36
H -5.1645 -4.1130 2.3983 0.29
C -0.6261 0.6142 0.7348 0.97
C 0.1230 0.6031 -0.5573 0.14
C 1.1047 -0.5344 -0.7940 -0.19
O -0.0329 1.4819 -1.4004 -0.62
H -1.7067 0.6756 0.6056 -0.48
H -0.3195 1.5327 1.2352 0.03
H -0.3322 -0.1963 1.4018 -0.16
H 0.6124 -1.3959 -1.2452 0.32
H 1.3579 -0.8800 0.2083 -0.02
H 1.9511 -0.3161 -1.4452 -0.19
C -3.3103 0.3470 3.6479 -0.66
C -2.9831 1.7949 4.0365 0.67
C -2.7724 2.7113 2.8691 -0.07
O -2.9702 2.1278 5.1934 -0.62
H -3.3156 -0.2567 4.5555 0.44
H -2.6095 -0.0429 2.9096 0.03
H -4.3282 0.2752 3.2649 0.14
H -3.7929 2.8735 2.5222 0.02
H -2.1500 2.3039 2.0724 -0.08
H -2.3253 3.6600 3.1660 0.09
C 0.0667 3.5633 5.4348 -1.07
C 0.3983 3.5141 3.9419 0.84
C 0.2915 4.7874 3.1023 -1.09
O 0.6718 2.4468 3.3795 -0.52
H 0.4091 2.5883 5.7816 0.29
H -1.0068 3.7095 5.5548 0.23
H 0.6591 4.3114 5.9616 0.41
H -0.7510 5.0129 2.8779 0.25
H 0.8773 4.5799 2.2067 0.30
H 0.6932 5.6686 3.6025 0.42
C -5.4374 2.8610 0.4071 -1.22
C -5.5595 1.3842 0.6078 0.89
C -6.9599 0.8329 0.8952 -1.42
O -4.5892 0.6628 0.6069 -0.35
H -4.3694 3.0763 0.4420 0.25
H -5.9418 3.5093 1.1236 0.40
H -5.7662 3.0330 -0.6177 0.40
H -7.5098 1.4952 1.5638 0.39
H -6.9400 -0.1095 1.4427 0.34
H -7.4674 0.7331 -0.0643 0.36
C 6.5150 0.6069 -4.6312 -1.10
C 5.8139 -0.4722 -3.8572 0.78
C 5.5225 -0.2366 -2.3415 -0.66
O 5.4132 -1.4732 -4.4346 -0.59
H 7.5798 0.6525 -4.4028 0.33
H 6.0485 1.5350 -4.3009 0.32
H 6.3806 0.5525 -5.7115 0.29
H 4.4604 -0.3203 -2.1114 -0.02
H 5.7034 0.7528 -1.9215 0.35
H 6.0302 -1.0740 -1.8627 0.30
C 2.9721 0.5604 -7.1466 -1.19
C 2.7366 1.4057 -5.8976 0.75
C 1.8801 0.7895 -4.7628 -0.83
O 3.3024 2.5104 -5.7091 -0.60
H 2.0615 0.2258 -7.6436 0.38
H 3.5115 -0.3596 -6.9212 0.28
H 3.5576 1.1084 -7.8849 0.34
H 2.3600 1.1073 -3.8371 0.18
H 1.9060 -0.3002 -4.7621 0.37
H 0.8542 1.1558 -4.8005 0.32
C 0.8645 -2.9016 2.0880 -0.33
C 1.2662 -4.0953 1.1951 0.98
C 1.4112 -5.4704 1.8990 -1.33
O 1.3342 -3.9422 -0.0298 -0.58
H -0.0051 -2.4320 1.6283 -0.43
H 1.6979 -2.2107 2.2152 0.30
H 0.5121 -3.3152 3.0329 0.49
H 2.3447 -5.6230 2.4405 0.29
H 1.3386 -6.2407 1.1312 0.34
H 0.6467 -5.5829 2.6678 0.37

---

9
Properties=species:S:1:pos:R:3:nbo_charge:R:1 method="wB97M-V/def2-TZVPD" homo_ev=-9.82 orbital_gap_ev=10.64 multiplicity=1
O -0.4009 1.2180 -0.0442 -0.59
C 0.2011 0.1850 -0.0680 0.58
O -0.2671 -1.0393 -0.2928 -0.69
P 1.9855 -0.0454 0.4383 0.21
H -1.2451 -0.9444 -0.3940 0.50
H 2.5590 1.0972 0.0318 -0.02
H 2.0840 -0.7636 -0.9071 0.01
H -2.5602 0.4394 0.7857 0.08
H -2.3563 -0.1468 0.4501 -0.08

---

13
Properties=species:S:1:pos:R:3:nbo_charge:R:1 method="wB97M-V/def2-TZVPD" homo_ev=-9.48 orbital_gap_ev=9.41 multiplicity=1
C -0.8648 -0.5296 2.1224 -0.31
C -0.4978 -0.5054 0.8309 -0.17
C 0.7770 -1.1417 0.2674 0.15
N 1.6001 -0.6086 -0.5369 -0.41
C 1.2902 0.7908 -0.7067 0.19
N 0.1551 1.3816 -0.9593 -0.28
N -1.0167 0.7305 -1.1729 -0.20
C -1.3366 0.0174 -0.2219 0.04
H -1.7418 0.0043 2.4061 0.21
H -0.3060 -1.1072 2.9203 0.21
H 0.8681 -2.1652 0.5635 0.19
H 2.0903 1.5323 -0.5578 0.20
H -2.2888 -0.5783 -0.3999 0.19